Record 1
Below is a cluster of 37 separate species, C18H101I2NO40P in total at a distorted geometry, with properties calculated with ωB97M-V/def2-TZVPD.

```
! wB97M-V def2-TZVPD RIJCOSX def2/J DEFGRID3
* xyz 1 1
I -4.664 -3.349 1.249
I -6.821 1.454 0.561
P -0.050 1.691 -0.546
O 3.583 1.593 -4.554
O -7.077 5.246 0.406
O 4.843 -4.658 3.500
O 5.295 7.879 2.187
O -0.291 -2.543 -0.271
O -6.274 -3.328 4.965
O 7.112 2.824 -0.879
O 4.313 0.517 -7.217
O -8.702 -4.951 7.825
O 2.769 0.132 5.721
O 2.012 -0.561 8.570
O 3.506 -0.293 -0.049
O 0.323 1.550 1.185
O -0.477 6.283 -0.817
O 8.223 0.364 0.999
O 2.569 3.913 -6.632
O 3.009 -4.381 0.560
O 6.011 -1.849 -6.448
O 1.003 1.914 4.405
O -5.944 5.565 -2.622
O -0.661 -7.288 -5.136
O -1.574 -4.734 -4.071
O -5.944 -3.851 7.714
O 1.243 -2.636 -6.434
O -0.531 3.362 -0.813
O 5.326 3.475 5.525
O -4.907 8.115 -2.996
O 6.583 1.852 7.723
O 1.307 1.400 -1.298
O 4.506 5.683 3.562
O -9.112 -2.113 -5.295
O -7.674 0.115 -5.881
O -6.594 2.759 -2.614
O 7.903 2.283 3.004
O 5.706 0.732 4.450
O 0.043 1.740 -5.776
O 3.103 -7.648 0.607
O -7.612 -1.197 -2.427
O 4.603 -7.639 4.098
O -4.688 0.401 5.507
N -4.115 -0.226 -0.391
C -2.878 0.597 -0.056
C 4.158 -0.354 -1.376
C -1.484 -0.347 -2.382
C -5.407 -0.240 0.413
C -1.519 0.579 -1.031
C -3.048 -2.200 -4.027
C -4.128 -1.096 -1.666
C 1.834 -1.670 -2.102
C -2.528 0.520 2.583
C -2.895 1.524 1.297
C -2.862 -1.230 -2.705
C -7.276 -1.498 1.997
C -5.827 -1.490 1.163
C 3.188 -0.874 -2.591
C 4.820 -0.545 2.073
C -0.253 -0.457 -3.459
C 0.676 -1.832 -3.250
C 4.357 0.523 0.874
H -1.777 -5.649 -4.318
H -2.031 -2.617 -4.429
H -6.149 5.181 0.678
H -0.902 3.352 -1.750
H 2.965 1.871 -3.861
H 3.842 -1.618 -3.247
H 1.992 -2.814 -7.023
H 5.345 -1.911 -5.747
H 9.151 0.299 1.271
H -7.372 4.324 0.361
H -0.772 5.361 -0.862
H 5.123 2.560 5.278
H 5.284 0.999 0.343
H 4.531 -7.691 3.133
H -2.161 2.436 1.287
H 2.605 -1.156 9.053
H 4.953 3.566 6.415
H 3.453 2.246 -5.258
H -0.120 -8.052 -5.385
H -6.245 -3.107 7.170
H -9.053 -1.384 -5.930
H -6.364 2.271 -1.809
H 5.872 -0.260 2.536
H 1.316 -1.205 -1.149
H 5.109 -1.060 -1.234
H -7.032 0.754 -5.538
H 0.867 2.854 4.599
H 4.538 0.730 -1.690
H 6.459 1.326 4.313
H -0.767 -0.619 -4.525
H -4.154 8.709 -3.133
H -4.891 -0.514 5.260
H 1.952 4.191 -5.940
H 0.792 1.562 -6.365
H 5.709 -1.105 -6.992
H -5.102 -1.696 -1.929
H 2.180 -2.769 -1.803
H -5.943 -3.356 4.055
H -1.947 -4.644 -3.182
H -0.015 -2.772 -3.019
H -0.018 -6.649 -4.793
H -3.561 -1.514 -4.857
H 5.965 2.130 8.416
H -7.502 -2.558 2.476
H -0.734 1.561 -6.326
H 0.757 2.454 1.379
H 0.451 6.218 -0.545
H 4.836 -1.635 1.590
H -5.681 -3.923 5.448
H -8.166 -1.283 1.234
H 7.928 -0.557 0.954
H -2.436 -0.605 2.232
H 0.396 0.516 -3.574
H -5.841 3.353 -2.751
H -6.610 -3.913 8.415
H -3.349 0.592 3.417
H -7.308 -0.669 2.824
H 2.922 0.026 -3.325
H 2.440 4.566 -7.337
H 3.075 -3.484 0.921
H 7.705 2.229 -0.395
H 3.761 1.379 1.411
H 1.956 0.325 5.229
H 3.031 -7.701 -0.358
H -9.480 -5.131 7.275
H 6.453 2.505 7.019
H -0.225 -1.646 0.089
H -6.245 6.308 -3.166
H -7.553 -0.468 -3.062
H 4.096 0.823 -6.324
H 5.361 8.776 2.548
H -7.133 -0.650 -6.130
H -1.505 0.799 3.079
H 7.443 2.796 -1.789
H 2.343 -0.589 7.660
H 7.831 2.231 2.039
H -4.678 7.627 -2.191
H 0.931 1.862 3.440
H -1.182 -2.578 -0.650
H 5.936 0.243 5.255
H -3.967 1.970 1.565
H 5.592 -4.837 2.912
H -8.734 -1.747 -4.482
H 3.953 -0.509 2.892
H 4.736 5.195 4.367
H 2.118 -4.416 0.181
H 5.192 0.889 -7.385
H 2.967 -6.709 0.801
H -6.610 5.502 -1.921
H -7.953 -5.130 7.237
H 7.767 3.223 3.198
H -7.234 -0.831 -1.614
H 4.467 -6.700 4.292
H 1.171 -2.077 -4.308
H 4.066 -4.837 2.950
H 3.477 0.374 5.105
H 4.404 7.844 1.808
H 5.259 6.277 3.425
H -3.844 -3.021 -3.759
H -5.061 0.492 6.397
H 0.466 -2.815 -6.984
*
```

LUMO	-5.1	eV
HOMO-LUMO gap	5.80	eV

Löwdin atomic charge list, values in e, 8 entries: I 0.8647; I 1.0854; P 0.7545; O -0.0669; O -0.0590; O -0.0575; O -0.0604; O -0.0595

***

Record 2
Below is a structure of composition C18H10Cl2N4O2RhTe4 at a distorted geometry, with properties calculated with ωB97M-V/def2-TZVPD.

```
! wB97M-V def2-TZVPD RIJCOSX def2/J DEFGRID3
* xyz -1 1
Te 4.386 0.727 -0.710
Te 6.508 2.165 -1.403
Te 1.571 1.732 -2.818
Te 2.395 2.432 -0.326
Rh 0.397 0.856 -0.526
Cl -4.086 -3.407 2.625
Cl -1.694 -3.479 4.617
O -3.456 -0.085 -1.148
O 2.794 0.541 1.808
N -0.924 2.374 -0.613
N -1.339 -0.104 -0.169
N 0.556 0.088 1.777
N 1.486 -0.952 -0.602
C -2.692 -2.426 2.328
C -2.648 -1.624 1.209
C -1.508 -0.858 0.945
C -2.951 2.665 -1.919
C 2.495 -2.858 -1.621
C -1.619 -2.470 3.216
C -0.435 -0.852 1.886
C 2.822 -2.448 0.718
C -2.392 0.468 -0.872
C -0.499 -1.691 2.996
C 2.049 -1.320 0.578
C 1.710 -1.730 -1.677
C -1.574 4.540 -1.385
C 3.058 -3.243 -0.403
C -0.740 3.698 -0.704
C -2.695 4.003 -2.061
C 1.831 -0.207 1.569
C -2.082 1.856 -1.183
H 2.679 -3.425 -2.521
H -1.370 5.598 -1.411
H -3.811 2.186 -2.363
H 3.668 -4.128 -0.327
H 1.259 -1.395 -2.608
H 3.233 -2.697 1.684
H 0.300 -1.683 3.722
H -3.458 -1.599 0.499
H -3.343 4.647 -2.636
H 0.118 4.105 -0.173
*
```

LUMO (alpha / beta)	0.9 / 0.9	eV
HOMO-LUMO gap (alpha / beta)	4.08 / 4.09	eV

natural (NBO) atomic charge list, values in e, 8 entries: Te -0.0305; Te -0.6252; Te -0.1417; Te 0.3274; Rh 0.4860; Cl -0.0094; Cl -0.0094; O -0.6069

***

Record 3
Below is a structure of composition C18H11Br4CeF6NO8S2 at a distorted geometry, with properties calculated with ωB97M-V/def2-TZVPD.

```
! wB97M-V def2-TZVPD RIJCOSX def2/J DEFGRID3
* xyz 0 1
Ce -0.321 -1.894 -0.250
Br 3.635 -1.821 5.119
Br 0.591 -1.307 6.290
Br -2.022 -1.762 4.259
Br 4.009 -2.713 1.921
S -0.664 -2.076 -3.103
S -2.794 -3.232 -2.091
F -0.585 -1.151 -5.533
F -1.374 -5.435 -2.539
F -2.953 -5.646 -1.082
F 1.342 -1.483 -4.601
F -1.135 -4.604 -0.547
F 0.182 -3.167 -5.320
O 1.097 -0.071 -0.199
O -0.932 0.104 0.574
O 0.205 -2.906 -2.251
O -4.159 -3.517 -2.322
O -2.423 -2.317 -1.004
O -0.740 -0.741 -2.551
O 1.339 -2.997 0.570
O -1.125 -2.692 1.552
N -2.020 -2.787 -3.410
C 0.841 -1.857 4.509
C -0.302 4.273 1.165
C 0.986 4.187 -0.842
C 1.213 -2.661 1.852
C 2.317 -2.448 2.687
C -0.091 -2.479 2.368
C 0.960 2.799 -0.834
C -0.383 2.889 1.209
C -1.104 2.256 2.368
C 0.249 2.151 0.190
C 2.137 -2.067 4.007
C -2.004 -4.854 -1.535
C 0.124 -1.968 -4.775
C 0.362 4.939 0.143
C 0.396 6.440 0.108
C 0.145 0.675 0.189
C 1.666 2.059 -1.937
C -0.257 -2.048 3.688
H 0.644 6.848 1.088
H -0.581 6.837 -0.173
H 1.515 4.694 -1.641
H -0.595 1.370 2.741
H -0.765 4.848 1.958
H 1.127 6.803 -0.612
H 2.035 2.768 -2.677
H 2.507 1.486 -1.550
H -2.107 1.944 2.079
H -1.187 2.975 3.182
H 1.001 1.354 -2.436
*
```

LUMO (alpha / beta)	-1.7 / -1.7	eV
HOMO-LUMO gap (alpha / beta)	6.84 / 6.84	eV

Löwdin atomic charge list, values in e, 8 entries: Ce 1.3675; Br 0.7385; Br 0.7370; Br 0.8250; Br 0.8223; S 0.6847; S 0.7121; F 0.1828

***

Record 4
Below is a cluster of 2 separate species, C18H11ClF5N2O3P in total at a distorted geometry, with properties calculated with ωB97M-V/def2-TZVPD.

```
! wB97M-V def2-TZVPD RIJCOSX def2/J DEFGRID3
* xyz 0 1
Cl -4.565 -0.776 -0.465
P -3.605 0.846 0.428
F 2.793 1.489 -1.182
F 1.526 -3.030 0.733
F 4.074 0.529 -2.621
F -0.435 -3.714 -0.025
F 2.464 1.794 -3.298
O -2.904 1.561 -0.872
O 1.533 -2.883 3.406
O -0.540 0.284 5.358
N -1.374 3.144 1.387
N 1.246 -0.744 4.241
C -1.793 0.337 2.491
C 1.430 -0.849 -3.600
C -1.457 -0.949 0.480
C 1.521 -0.903 -1.206
C -0.715 -0.330 3.032
C 1.888 -0.309 -2.404
C 2.799 0.880 -2.377
C 0.232 -2.565 -2.386
C -2.161 0.001 1.196
C -0.058 -0.174 4.379
C -0.641 4.782 -0.494
C 1.038 -1.818 3.290
C 0.607 -1.962 -3.582
C -0.365 -1.626 1.019
C 0.376 -2.636 0.168
C -1.051 3.872 0.562
C -0.019 -1.309 2.328
C 0.703 -2.030 -1.199
H -1.738 -1.183 -0.541
H -2.316 0.930 -1.315
H -0.405 -3.433 -2.374
H 0.444 4.869 -0.530
H 1.982 -0.086 4.032
H -2.317 1.085 3.066
H 1.721 -0.421 -4.548
H -0.986 4.425 -1.463
H 0.259 -2.386 -4.513
H 1.867 -0.485 -0.274
H -1.056 5.775 -0.331
*
```

LUMO	-0.6	eV
HOMO-LUMO gap	9.24	eV

natural (NBO) atomic charge list, values in e, 8 entries: Cl -0.3411; P 1.1576; F -0.3230; F -0.3099; F -0.3193; F -0.3312; F -0.3211; O -0.9669

***

Record 5
Below is a structure of composition C18H12ClN4O8P2S2V at a distorted geometry, with properties calculated with ωB97M-V/def2-TZVPD.

```
! wB97M-V def2-TZVPD RIJCOSX def2/J DEFGRID3
* xyz -2 3
V 10.332 8.858 8.261
Cl 10.944 14.772 11.973
S 10.199 12.756 6.661
S 10.630 8.025 5.820
P 13.612 9.160 8.575
P 12.307 6.636 9.498
O 14.493 8.566 7.397
O 14.197 10.257 9.391
O 9.529 9.487 9.973
O 12.230 6.384 11.103
O 13.442 7.815 9.511
O 12.171 9.499 8.115
O 12.619 5.464 8.686
O 10.951 7.200 9.103
N 8.236 8.018 8.035
N 11.142 15.187 7.819
N 9.722 10.372 4.410
N 9.014 10.474 7.656
C 5.870 7.013 6.932
C 10.557 13.196 11.328
C 7.055 11.046 6.282
C 10.135 9.368 4.946
C 6.257 8.344 6.649
C 10.112 13.113 9.969
C 6.690 6.238 7.724
C 7.943 6.722 8.153
C 10.723 14.227 7.292
C 10.708 12.051 12.063
C 9.239 11.819 8.030
C 5.486 9.254 5.849
C 7.863 10.198 7.087
C 10.627 10.807 11.467
C 9.900 11.849 9.345
C 10.059 10.686 10.191
C 7.445 8.834 7.247
C 5.925 10.533 5.651
H 6.403 5.202 8.012
H 8.318 12.418 7.997
H 5.281 11.175 5.061
H 10.752 9.880 11.997
H 12.575 5.483 11.289
H 10.864 12.103 13.165
H 14.292 7.623 7.216
H 9.911 14.086 9.491
H 7.439 12.037 6.169
H 8.681 6.112 8.630
H 4.614 8.949 5.301
H 4.986 6.542 6.501
*
```

LUMO (alpha / beta)	4.5 / 4.5	eV
HOMO-LUMO gap (alpha / beta)	6.59 / 6.65	eV

natural (NBO) atomic charge list, values in e, 8 entries: V 1.4606; Cl -0.0555; S 0.2338; S -0.2510; P 2.5631; P 2.5566; O -0.9972; O -1.1001

***

Record 6
Below is a cluster of 2 separate species, C18H12F6NO4S2 in total at a distorted geometry, with properties calculated with ωB97M-V/def2-TZVPD.

```
! wB97M-V def2-TZVPD RIJCOSX def2/J DEFGRID3
* xyz -1 1
S -1.786 -0.915 -0.112
S 0.199 0.660 -2.302
F 2.288 -1.009 -2.092
F 1.340 -1.041 -4.074
F -0.760 -2.149 1.798
F 0.452 -2.184 -0.076
F 2.587 0.672 -3.484
F -1.253 -3.525 0.159
O 3.774 -0.029 0.632
O 0.651 1.341 -1.098
O 1.038 0.156 4.249
O -0.266 1.412 -3.446
N 2.459 -0.573 2.507
C -5.212 -0.024 -2.675
C -2.981 0.888 -2.251
C 3.379 0.882 4.007
C -2.459 -0.416 -2.156
C -4.353 1.048 -2.413
C -1.055 -0.687 -1.675
C -6.628 0.163 -3.062
C 3.492 0.061 1.816
C 3.849 1.277 5.255
C 5.566 1.159 2.999
C -0.799 -2.291 0.457
C -3.363 -1.519 -2.221
C 4.220 0.823 2.912
C 1.718 -0.257 -3.043
C 2.109 0.146 3.640
C -4.719 -1.298 -2.383
C 5.222 1.570 5.371
C 6.086 1.521 4.254
H 6.164 1.155 2.083
H -2.304 1.749 -2.219
H 5.639 1.806 6.347
H -6.842 1.217 -3.169
H -7.306 -0.273 -2.332
H -0.549 -1.628 -1.971
H -4.741 2.062 -2.326
H 7.157 1.716 4.365
H 3.137 1.369 6.083
H -5.379 -2.167 -2.279
H -6.812 -0.344 -4.006
H -2.959 -2.523 -2.066
*
```

LUMO	2.3	eV
HOMO-LUMO gap	6.50	eV

natural (NBO) atomic charge list, values in e, 8 entries: S 0.3669; S 1.9901; F -0.2838; F -0.3212; F -0.2977; F -0.3153; F -0.2982; F -0.3296

***

Record 7
Below is the molecule C18H12FN3OS2 at a distorted geometry, with properties calculated with ωB97M-V/def2-TZVPD.

```
! wB97M-V def2-TZVPD RIJCOSX def2/J DEFGRID3
* xyz 0 1
S -0.688 -3.814 2.146
S 0.730 0.199 -0.498
F -2.294 4.661 -0.270
O -2.744 -2.389 2.635
N 2.528 -1.625 -0.910
N -3.229 -0.297 1.935
N -1.255 -1.331 1.291
C 1.490 -3.691 0.780
C 2.321 1.745 -2.233
C 2.060 0.572 -1.550
C 2.919 -0.548 -1.637
C -0.359 -2.375 1.258
C 0.839 -2.435 0.569
C -2.422 -1.402 2.005
C 0.799 -4.511 1.595
C 4.317 0.705 -3.111
C -2.517 3.452 0.281
C -1.498 2.828 0.976
C -2.967 0.963 1.383
C -3.987 1.626 0.703
C 4.060 -0.466 -2.432
C -1.729 1.585 1.536
C 1.435 -1.439 -0.265
C 3.460 1.799 -3.015
C -3.767 2.872 0.149
H 4.715 -1.319 -2.499
H 1.653 2.588 -2.155
H -1.091 -0.542 0.681
H 1.064 -5.498 1.916
H -4.165 -0.458 2.281
H -4.955 1.158 0.608
H -4.547 3.393 -0.384
H -0.542 3.315 1.083
H -0.951 1.114 2.116
H 3.686 2.704 -3.558
H 2.434 -3.916 0.322
H 5.198 0.779 -3.730
*
```

LUMO	0.2	eV
HOMO-LUMO gap	8.16	eV

natural (NBO) atomic charge list, values in e, 8 entries: S 0.5067; S 0.2636; F -0.3206; O -0.6219; N -0.4387; N -0.6227; N -0.6443; C -0.1915

***

Record 8
Below is a structure of composition C18H12N4O6S5Tc at a distorted geometry, with properties calculated with ωB97M-V/def2-TZVPD.

```
! wB97M-V def2-TZVPD RIJCOSX def2/J DEFGRID3
* xyz 0 4
Tc 0.948 -0.004 0.447
S -1.251 4.250 1.866
S 2.535 3.404 -2.133
S 2.498 -1.561 1.199
S -1.773 0.364 0.421
S 3.245 -1.257 -2.055
O -0.103 3.738 1.164
O -1.001 -0.653 1.277
O -0.667 1.043 -0.419
O -2.857 -0.117 -0.380
O -1.127 4.454 3.299
O 1.179 1.201 1.593
N 5.606 -4.012 -2.349
N 0.047 -1.661 -0.724
N 2.100 1.241 -0.772
N 5.006 -4.419 1.526
C 3.632 -2.557 0.294
C 4.370 -3.578 0.993
C 1.547 2.082 -1.714
C -3.666 0.859 2.084
C -0.832 -2.450 -2.834
C 3.355 1.714 -0.390
C 3.966 -2.415 -1.090
C -4.897 1.483 2.272
C -2.625 2.976 1.686
C 3.768 2.835 -1.079
C 4.919 -3.293 -1.728
C -0.263 -2.842 -0.155
C -1.226 -3.660 -2.242
C -4.998 2.878 2.086
C -0.185 -1.443 -2.065
C -3.831 3.612 1.902
C -0.913 -3.846 -0.892
C -2.614 1.581 1.530
H 0.011 -0.483 -2.529
H 0.615 1.780 -2.118
H -1.136 -4.761 -0.371
H -3.545 -0.230 2.211
H -0.100 -2.956 0.928
H -3.770 4.725 1.937
H -5.969 3.347 2.146
H -5.758 0.856 2.474
H 3.904 1.061 0.283
H -1.730 -4.473 -2.773
H 4.680 3.372 -0.945
H -1.094 -2.185 -3.863
*
```

LUMO (alpha / beta)	-1.0 / -2.7	eV
HOMO-LUMO gap (alpha / beta)	6.98 / 5.81	eV

natural (NBO) atomic charge list, values in e, 8 entries: Tc 1.0470; S 1.8042; S 0.5244; S 0.0968; S 2.3348; S 0.0382; O -0.8221; O -0.9210

***

What are the E_tot values for these records? In order: -4746.782072; -3164.571329; -13516.072389; -2328.714078; -4397.852020; -2444.388419; -1828.933211; -3435.135189 Eh.